This record from the OMol25 dataset describes a 9-piece molecular cluster, C50H121N7O4S2 overall. The level of theory is ωB97M-V with the def2-TZVPD basis set.

Geometry (Å):
S1 -5.971 7.624 3.148
S2 8.218 -5.990 -1.248
O1 -6.412 7.644 1.767
O2 -5.546 8.814 3.847
O3 9.586 -5.496 -1.473
O4 7.112 -4.995 -1.367
N1 9.277 2.991 -4.040
N2 -4.068 12.856 -3.730
N3 -5.101 -8.562 -5.496
N4 3.672 2.405 4.977
N5 -5.721 -2.763 6.494
N6 -0.918 1.736 -3.151
N7 2.118 -7.308 3.145
C1 -4.925 6.084 3.574
C2 8.399 -8.331 0.180
C3 -5.862 5.018 4.158
C4 -6.046 -8.267 -3.119
C5 -4.354 -2.281 6.363
C6 -4.046 15.259 -3.860
C7 10.378 1.635 -2.257
C8 -3.378 -6.733 -5.288
C9 1.012 -6.488 2.629
C10 -1.340 2.891 -3.931
C11 -6.279 -10.512 -6.508
C12 7.949 -7.504 -2.177
C13 10.528 2.368 -3.563
C14 3.829 2.976 2.376
C15 9.527 3.900 -5.177
C16 5.119 0.283 4.587
C17 -6.128 11.396 -4.242
C18 -7.373 6.905 4.054
C19 -0.416 4.038 -4.033
C20 3.564 -7.499 5.138
C21 -2.688 1.655 -1.500
C22 -3.360 -3.189 7.166
C23 5.063 1.801 5.066
C24 -6.280 -2.260 7.727
C25 8.181 -6.795 0.411
C26 -2.573 12.156 -1.986
C27 -6.526 -2.199 5.378
C28 0.090 0.991 -3.944
C29 -3.251 11.763 -3.289
C30 2.131 -9.009 1.392
C31 -3.296 14.018 -4.225
C32 3.022 2.430 3.625
C33 -5.003 -8.938 -4.090
C34 8.141 2.040 -4.222
C35 -6.394 -2.934 4.063
C36 0.686 -0.015 -2.968
C37 -2.017 0.875 -2.659
C38 -7.317 5.390 3.929
C39 8.312 1.143 -5.416
C40 1.361 -5.011 2.464
C41 -7.597 -2.944 8.235
C42 -4.811 -7.134 -5.863
C43 -5.098 12.415 -4.782
C44 -6.346 -8.979 -6.150
C45 2.737 1.838 6.027
C46 8.650 -8.643 -1.346
C47 2.157 -7.149 4.619
C48 8.294 4.774 -5.466
C49 1.898 -8.733 2.835
C50 1.523 2.689 6.453
H1 7.213 2.608 -4.290
H2 -2.587 11.448 -4.094
H3 -2.644 -7.500 -5.539
H4 1.435 -7.836 5.061
H5 -0.739 4.785 -4.759
H6 11.073 1.758 -4.283
H7 5.744 2.410 4.472
H8 -8.277 7.398 3.696
H9 4.713 2.350 2.254
H10 2.613 -9.313 3.418
H11 7.501 4.213 -5.961
H12 -2.983 2.656 -1.817
H13 8.392 -9.685 -1.534
H14 -5.734 13.246 -5.086
H15 -6.770 -11.101 -5.733
H16 0.814 1.721 -4.307
H17 -4.458 -1.214 6.561
H18 -6.621 -10.663 -7.532
H19 -8.046 4.963 4.617
H20 2.308 -4.950 1.929
H21 -3.589 1.219 -1.068
H22 -6.737 11.768 -3.419
H23 -7.403 -3.937 8.643
H24 4.907 0.178 3.523
H25 1.836 3.690 6.751
H26 -3.962 -8.806 -3.794
H27 11.126 3.207 -3.207
H28 8.428 1.673 -6.361
H29 6.898 -7.782 -2.093
H30 -5.684 -6.518 -5.644
H31 0.771 2.977 5.719
H32 -5.587 -2.263 8.569
H33 9.206 0.533 -5.285
H34 4.637 -0.351 5.331
H35 -7.279 -8.738 -5.641
H36 -4.432 6.458 4.472
H37 3.268 2.925 1.443
H38 -1.968 1.807 -0.696
H39 -3.328 -6.622 -4.205
H40 -1.886 12.998 -2.064
H41 -7.739 5.152 2.953
H42 1.623 -0.464 -3.297
H43 3.734 -7.169 6.163
H44 -8.271 -2.453 8.937
H45 -6.384 -8.351 -7.040
H46 9.177 -8.632 0.883
H47 -5.797 -7.207 -3.068
H48 -5.257 -10.886 -6.578
H49 1.232 -8.875 0.790
H50 -3.333 12.432 -1.255
H51 -1.549 2.558 -4.947
H52 -2.246 13.996 -3.934
H53 -3.159 -4.062 6.545
H54 0.899 -9.094 3.079
H55 2.606 1.432 3.491
H56 -5.926 -8.654 -2.107
H57 -5.628 10.493 -3.890
H58 8.407 5.584 -6.186
H59 -2.983 -5.789 -5.664
H60 0.574 3.702 -4.341
H61 -3.873 -3.550 8.058
H62 2.855 -8.275 1.037
H63 0.183 -6.682 3.310
H64 -5.749 4.878 5.233
H65 -8.213 -3.206 7.375
H66 7.460 0.482 -5.574
H67 -0.233 4.516 -3.071
H68 9.954 2.338 -1.541
H69 -3.359 16.105 -3.870
H70 -6.781 11.026 -5.033
H71 -4.522 12.117 -5.658
H72 -1.680 -0.099 -2.305
H73 -2.648 0.644 -3.518
H74 11.352 1.384 -1.835
H75 -2.312 3.266 -3.612
H76 0.589 -6.777 1.667
H77 -6.416 -1.193 7.555
H78 8.307 -7.289 -3.184
H79 10.253 4.642 -4.845
H80 4.104 4.007 2.601
H81 -3.862 10.909 -2.994
H82 8.034 1.417 -3.334
H83 -6.931 -3.879 4.154
H84 0.994 2.278 7.313
H85 -7.566 -2.256 5.700
H86 7.901 5.127 -4.512
H87 3.763 -8.557 4.971
H88 -0.338 0.484 -4.808
H89 -4.891 15.383 -4.537
H90 2.458 -10.020 1.150
H91 -1.933 11.359 -1.608
H92 7.541 -8.962 0.412
H93 -6.351 -1.123 5.388
H94 3.284 1.629 6.946
H95 6.169 0.058 4.770
H96 0.034 -0.888 -2.928
H97 -2.411 -2.709 7.403
H98 0.569 -4.580 1.851
H99 -7.073 7.258 5.041
H100 -4.396 15.058 -2.848
H101 -3.270 13.951 -5.313
H102 -4.065 -2.242 5.313
H103 9.843 0.687 -2.214
H104 -5.408 -3.229 3.702
H105 -4.610 -7.000 -6.926
H106 5.447 1.939 6.077
H107 4.253 -6.879 4.564
H108 -5.782 4.087 3.596
H109 9.917 3.501 -6.114
H110 9.723 -8.570 -1.526
H111 1.543 -4.415 3.357
H112 -4.179 5.922 2.796
H113 -6.903 -2.413 3.252
H114 0.800 0.344 -1.945
H115 2.169 3.102 3.717
H116 7.153 -6.688 0.757
H117 8.772 -6.294 1.177
H118 -5.195 -10.006 -3.989
H119 2.457 0.798 5.858
H120 -7.108 -8.307 -3.360
H121 1.937 -6.177 5.060

Cartesian forces, eV/Å:
S -1.9170 -2.1518 0.3980
S -0.0345 2.4620 1.3222
O 1.0899 0.2196 0.0546
O 0.4759 -0.3397 -0.5567
O -1.5583 -0.9594 -0.0775
O 1.9427 -2.3620 -0.0220
N -0.0434 -0.6527 -0.4106
N -1.7732 -0.0024 -1.1621
N -0.3748 0.9100 -0.7516
N 0.3452 0.0861 0.7793
N -0.5621 -0.9671 -0.9267
N 0.8849 -0.1734 -0.2962
N -0.6205 0.2336 0.2190
C -0.0705 1.9565 1.1553
C 0.1369 0.4570 -0.4225
C -0.7617 -1.0525 -1.5800
C 1.3255 0.6521 -0.0725
C 0.2711 -0.4241 -0.0587
C 0.4218 0.1220 0.5710
C -0.0299 -0.4160 1.0020
C -1.0787 0.1741 0.4384
C -0.1690 0.1865 0.5026
C -1.8939 -0.7232 -0.5264
C 0.1952 1.0572 -0.0099
C -0.1117 -1.2741 1.1030
C -0.5897 0.6473 0.5839
C -0.0394 -0.9682 1.8714
C -0.7287 1.2809 0.6002
C 1.4630 1.9496 1.5636
C 1.0024 -0.6384 -0.2790
C 0.6015 0.8606 0.2794
C 1.6467 0.5690 0.5086
C -0.2530 0.5725 -0.5553
C -0.1204 -0.0609 -0.3336
C -0.8914 0.7473 -0.6933
C -2.0204 -0.5427 -1.1601
C -1.0670 0.4090 1.4021
C -1.5586 -0.9041 -0.5646
C 0.8700 0.0665 0.0339
C 0.0130 -0.4984 1.1454
C -0.2061 0.3061 1.8865
C 0.0058 0.0647 0.7206
C 0.0008 0.2002 -1.4341
C -0.6514 -1.2402 -0.8741
C 0.1191 0.2237 0.2469
C -1.3508 0.1178 0.1102
C 0.5634 0.7279 -0.0944
C -0.4551 -0.5152 -0.3454
C 0.4287 -1.2137 -0.5506
C -0.0424 1.3705 0.1852
C -1.1819 1.7495 -0.3283
C 0.0541 -0.5156 -0.6249
C 0.2826 -0.2584 -0.1259
C 0.3178 -0.8315 -1.2636
C 2.1463 -0.8423 1.1209
C 0.2298 0.5024 1.6821
C 1.2111 -0.9651 -0.6862
C 0.5642 0.1387 -0.2090
C 1.6187 1.4769 0.6021
C 1.0494 -0.8090 0.5155
C -0.6751 -0.8021 -0.2565
C 0.4621 0.1134 0.4482
C 0.2575 0.9506 -0.3007
H 0.0515 0.1484 -0.0483
H 0.5730 -0.2867 0.0002
H -0.2440 -0.1664 -0.2198
H -0.3275 -0.1210 0.1928
H -0.1837 -0.0834 0.0747
H 0.0438 0.0732 -0.3880
H -0.1879 -0.0395 -0.3631
H 0.0686 -0.0347 0.1311
H 0.2213 0.2641 -0.1576
H -0.0736 0.0511 0.1325
H -0.1851 -0.4103 0.2439
H 0.0194 -0.0331 -0.1171
H -0.4821 0.3563 -0.4594
H 0.5110 0.5159 0.0560
H -0.3335 -0.1646 -0.4402
H 0.0981 -0.2129 0.0783
H 0.9332 0.4993 0.9179
H -0.7749 -0.2587 0.2834
H 0.4161 -0.2252 0.3360
H -0.0783 -0.0395 -0.3407
H 0.0527 -0.3824 -0.1749
H 0.1566 0.2915 -0.1222
H 0.4320 0.0560 0.2463
H -0.3866 -0.2994 0.3475
H 0.5255 -0.0275 0.3109
H -0.2085 0.2942 0.4193
H 0.4927 0.1741 -0.8301
H 0.0605 0.2824 0.0657
H -0.2680 0.6889 -0.5805
H 0.2891 0.5989 0.5159
H 0.0154 -0.7813 -0.4977
H 0.4202 -0.4105 -0.2542
H -0.0027 -0.1703 -0.0725
H -0.6923 -0.1238 -0.6482
H -0.0539 -0.0608 0.5526
H 0.6201 0.3021 -0.3571
H -0.2690 0.0023 0.2805
H 0.0957 -0.1804 -0.0461
H -0.2938 -0.1071 0.1321
H -0.1318 0.2120 -0.2354
H 0.5297 -0.2508 -0.2868
H 0.2566 0.3463 -0.1086
H -0.2978 -0.5060 0.2119
H 0.5698 0.5929 0.0015
H -0.0816 -0.4108 -0.3559
H 0.3033 -0.3659 -0.5629
H -0.0854 0.2057 0.1294
H 0.2520 0.4345 0.3606
H -0.1085 0.1785 0.0140
H 0.0342 -0.1833 0.0248
H -0.1099 -0.2256 -0.5563
H -0.2067 -0.0126 0.5067
H 0.0326 -0.0081 0.0329
H -0.3577 0.1398 0.5331
H -0.0216 -0.2690 -0.7208
H 0.0323 -0.1282 0.0011
H 0.0012 -0.0235 0.1491
H 0.7365 0.2257 0.3340
H -0.3498 0.0454 -0.3399
H 0.0829 0.0741 -0.2312
H 0.2749 0.1248 0.1363
H 0.2158 -0.2254 -0.2248
H -0.5440 0.4953 0.2442
H 0.5268 -0.0615 -0.2093
H -0.1766 0.2474 -0.1644
H -0.0373 -0.1326 0.2297
H -0.2550 0.1384 0.0916
H -0.3525 -0.1713 0.0997
H -0.3722 0.3128 -0.1064
H -0.0923 0.3330 -0.1467
H -0.2197 -0.5833 -0.2817
H 0.3446 0.3563 0.0732
H -0.7569 0.0604 -0.0012
H 0.2842 0.0887 -0.2400
H -0.0267 -0.1393 0.3864
H 0.6760 -0.6131 -0.1831
H -0.5530 0.5822 0.2171
H -0.1369 -0.3939 0.0487
H 0.4705 -0.3080 0.1935
H 0.1802 -0.0502 -0.2098
H -0.1942 -0.0004 -0.4428
H 0.1926 0.1989 0.1320
H -0.0246 -0.1138 0.1142
H 0.1350 -0.3224 -0.0835
H -0.0943 -0.1797 -0.1844
H -0.0172 0.2508 -0.1188
H 0.3476 0.1395 0.3157
H -0.2252 -0.1069 -0.2734
H 0.0277 0.3161 0.1793
H 0.2106 -0.0065 0.3131
H -0.2522 -0.2587 0.1411
H -0.3528 0.6176 0.4825
H 0.3864 0.4422 -0.6397
H 0.6213 0.7610 0.0817
H 0.2734 -0.3572 -0.4875
H -0.1133 -0.0165 0.1635
H -0.1369 0.0699 0.0933
H 0.1255 0.4100 0.1459
H -0.6515 -0.1901 0.4546
H -0.1986 0.5525 0.0303
H 0.2583 -0.0607 -0.4428
H -0.0302 -0.5424 -0.1346
H -0.3384 0.1333 -0.3705
H 0.2506 0.4630 0.3318
H -0.5537 -0.7221 -0.2918
H -0.3720 -0.3229 0.1807
H 0.2042 -0.2769 -0.2308
H 0.6824 -0.2958 0.5066
H 0.0476 -0.6564 -0.0277
H 0.0977 -0.0211 -0.1081
H -0.4377 -0.2270 0.2497
H -0.4251 -0.4898 -0.0006
H 0.0934 0.2589 0.0227
H 0.0251 0.3319 -0.2251
H -0.1454 -0.0617 0.1744
H -0.1225 0.3265 -0.1733
H 0.5116 -0.0985 -0.5824
H 0.1564 -0.2219 -0.4563
H -0.5912 -0.2155 -1.0045
H 0.1764 -0.4409 -0.4390
H -0.2949 0.3653 -0.9486

Properties
Relative energy (zero: lowest compared OMol25 entry of this formula, charge and spin) (eV): 6.1010
Lowest unoccupied orbital energy (eV): 0.308
HOMO (eV): -8.05
Calculated total energy (eV): -94095.6831